1.
The following is a quantum chemistry calculation of an isolated molecule of C5H14N2O in a non-equilibrium geometry, from OMol25.

ORCA input file:
```
! RIJCOSX wB97M-V def2-TZVPD def2/J DEFGRID3
* xyz 0 1
N -2.766 0.804 1.165
C -1.397 1.107 1.610
C -0.376 1.387 0.504
C -0.257 0.295 -0.568
C 0.917 -0.639 -0.337
N 2.247 -0.122 -0.620
C 0.770 -1.942 -1.132
O 1.822 -2.847 -0.808
H -3.301 1.661 1.100
H -2.782 0.387 0.243
H -1.494 1.955 2.289
H -1.048 0.293 2.225
H -0.616 2.363 0.088
H 0.598 1.501 0.966
H -1.146 -0.334 -0.514
H -0.250 0.704 -1.581
H 0.916 -0.981 0.707
H 2.540 0.558 0.072
H 2.256 0.357 -1.515
H 0.850 -1.683 -2.200
H -0.124 -2.495 -0.914
H 2.641 -2.329 -0.780
*
```

Results
- structure (SMILES) = NCCC[C@H](N)CO
- LUMO (eV) = 0.91
- HOMO energy (eV) = -9.39
- Kohn-Sham gap (eV) = 10.30
- ΔE to the lowest compared entry with this formula, charge and spin (kcal/mol) = 35.6
- total energy (eV) = -10439.48259

2.
The following is a quantum chemistry calculation of a 2-piece molecular cluster, C5H14N2O overall in a non-equilibrium geometry, from OMol25.

ORCA input file:
```
! RIJCOSX wB97M-V def2-TZVPD def2/J DEFGRID3
* xyz 0 1
N -0.195 -1.212 -2.049
C 0.197 -0.357 -0.872
C -0.593 -0.630 0.383
C -2.081 -0.260 0.306
C -2.247 1.055 1.118
C -1.045 1.127 2.052
N -0.078 0.095 1.530
H 0.548 -1.866 -2.220
H -0.464 -0.573 -2.778
H 0.079 0.732 -1.042
H 1.263 -0.566 -0.761
H -0.471 -1.691 0.668
H -2.802 -0.966 0.726
H -2.544 -0.185 -0.690
H -2.339 1.845 0.357
H -3.202 1.108 1.625
H -1.279 0.827 3.062
H -0.522 2.077 1.994
H 0.094 -0.490 2.336
O 6.249 -0.150 -2.013
H 5.489 -0.068 -2.599
H 5.942 0.147 -1.134
*
```

Results
- structure (SMILES) = NC[C@@H]1CCCN1.O
- LUMO (eV) = 0.63
- HOMO energy (eV) = -8.70
- Kohn-Sham gap (eV) = 9.32
- ΔE to the lowest compared entry with this formula, charge and spin (kcal/mol) = 50.3
- total energy (eV) = -10438.84785

3.
The following is a quantum chemistry calculation of a 2-piece molecular cluster, C5H14N2O overall in a non-equilibrium geometry, from OMol25.

ORCA input file:
```
! RIJCOSX wB97M-V def2-TZVPD def2/J DEFGRID3
* xyz 0 1
C -2.554 -0.650 0.982
C -1.578 0.204 0.686
C -0.156 -0.093 1.488
C 0.985 -0.220 0.421
N 1.970 -0.932 1.122
C 1.416 1.191 -0.242
N 1.885 0.834 -1.635
H -2.640 -1.132 2.085
H -3.529 -0.743 0.535
H -1.709 1.038 0.026
H 0.112 0.864 1.941
H -0.236 -1.005 2.016
H 0.526 -0.949 -0.411
H 2.525 -0.326 1.776
H 2.654 -1.468 0.506
H 2.247 1.739 0.268
H 0.456 1.737 -0.363
H 2.076 1.658 -2.221
H 1.254 0.158 -2.124
O -1.740 -0.962 -2.305
H -1.645 -0.331 -1.574
H -2.320 -0.613 -2.977
*
```

Results
- structure (SMILES) = C=CC[C@H](N)CN.O
- LUMO (eV) = 0.89
- HOMO energy (eV) = -8.82
- Kohn-Sham gap (eV) = 9.71
- ΔE to the lowest compared entry with this formula, charge and spin (kcal/mol) = 91.8
- total energy (eV) = -10437.04739

4.
The following is a quantum chemistry calculation of an isolated molecule of C5H14N2O in a non-equilibrium geometry, from OMol25.

ORCA input file:
```
! RIJCOSX wB97M-V def2-TZVPD def2/J DEFGRID3
* xyz 0 1
C -2.556 -0.356 -1.663
C -1.447 -1.331 -1.320
N -0.812 -0.551 -0.170
C 0.611 -0.304 -0.233
O 1.323 -1.422 0.246
C 0.998 0.962 0.568
C 0.572 0.869 2.029
N 2.458 1.060 0.491
H -2.737 -0.299 -2.736
H -3.479 -0.593 -1.136
H -1.896 0.462 -0.883
H -1.808 -2.302 -0.972
H -0.700 -1.418 -2.111
H -1.033 -0.995 0.718
H 0.858 -0.123 -1.293
H 2.195 -1.085 0.506
H 0.484 1.815 0.099
H 1.008 -0.014 2.495
H -0.511 0.802 2.102
H 0.906 1.748 2.580
H 2.756 1.312 -0.446
H 2.811 1.761 1.131
*
```

Results
- structure (SMILES) = CCN[C@H](O)[C@@H](C)N
- LUMO (eV) = 0.92
- HOMO energy (eV) = -8.79
- Kohn-Sham gap (eV) = 9.71
- ΔE to the lowest compared entry with this formula, charge and spin (kcal/mol) = 67.5
- total energy (eV) = -10438.10256

5.
The following is a quantum chemistry calculation of C5H14N2O2 as an isolated structure in a non-equilibrium geometry, from OMol25.

ORCA input file:
```
! RIJCOSX wB97M-V def2-TZVPD def2/J DEFGRID3
* xyz 0 1
C 1.530 -0.569 0.805
C 0.905 -1.817 0.413
C 2.587 0.026 -0.078
O 0.320 0.738 0.776
H 0.049 0.842 1.698
H 1.783 -0.513 1.865
H 2.821 1.047 0.218
H 1.167 -2.665 1.058
H 1.015 -2.062 -0.639
H -0.281 -1.604 0.520
H 2.261 0.032 -1.117
H 3.486 -0.593 -0.010
C -1.471 0.987 -1.162
C -1.544 0.403 0.253
N -2.221 1.226 1.152
N -0.812 0.160 -2.152
O -1.666 -0.854 0.420
H -2.787 0.735 1.829
H -2.529 2.128 0.828
H -1.290 -0.736 -2.225
H 0.135 -0.037 -1.844
H -0.960 1.950 -1.110
H -2.497 1.175 -1.496
*
```

Results
- LUMO (eV) = 0.85
- HOMO energy (eV) = -8.98
- Kohn-Sham gap (eV) = 9.84
- ΔE to the lowest compared entry with this formula, charge and spin (kcal/mol) = 65.3
- total energy (eV) = -12485.49452

6.
The following is a quantum chemistry calculation of a 2-piece molecular cluster, C5H14N2O2 overall in a non-equilibrium geometry, from OMol25.

ORCA input file:
```
! RIJCOSX wB97M-V def2-TZVPD def2/J DEFGRID3
* xyz 0 1
N 2.271 0.485 -1.542
C 1.901 -0.518 -0.522
C 1.539 0.081 0.849
C 0.328 1.012 0.857
C -0.936 0.341 0.265
N -1.370 -0.872 0.952
C -2.024 1.400 0.293
O -2.969 1.302 1.061
H 1.496 1.040 -1.865
H 2.983 1.094 -1.229
H 1.098 -1.130 -0.923
H 2.787 -1.276 -0.386
H 1.411 -0.768 1.574
H 2.479 0.668 1.258
H 0.140 1.392 1.947
H 0.559 1.906 0.294
H -0.786 0.016 -0.826
H -2.146 -0.686 1.661
H -0.614 -1.349 1.392
H -1.965 2.183 -0.444
O -1.742 -2.138 -1.791
H -1.787 -1.872 -0.880
H -2.652 -2.312 -1.994
*
```

Results
- structure (SMILES) = NCCC[C@@H](N)C=O.O
- LUMO (eV) = 0.80
- HOMO energy (eV) = -9.36
- Kohn-Sham gap (eV) = 10.16
- ΔE to the lowest compared entry with this formula, charge and spin (kcal/mol) = 40.4
- total energy (eV) = -12486.57551

7.
The following is a quantum chemistry calculation of a 2-piece molecular cluster, C5H14N2O2 overall in a non-equilibrium geometry, from OMol25.

ORCA input file:
```
! RIJCOSX wB97M-V def2-TZVPD def2/J DEFGRID3
* xyz 0 1
C 1.081 -0.931 0.575
C 0.910 -1.787 -0.663
C 1.609 1.496 1.357
C 1.236 0.759 0.052
O 0.111 -1.077 1.521
O 2.082 0.791 -0.909
H -0.768 -0.965 1.054
H 2.065 -1.049 1.028
H 1.698 -1.565 -1.379
H 0.957 -2.839 -0.369
H -0.059 -1.615 -1.130
H 0.873 1.299 2.138
H 2.585 1.146 1.682
H 1.679 2.566 1.154
C -2.573 -0.192 -1.118
N -1.916 -0.148 0.165
N -0.138 1.111 -0.318
H -2.331 0.593 0.731
H -0.229 1.168 -1.327
H -0.551 1.907 0.151
H -2.080 -0.912 -1.771
H -2.631 0.774 -1.643
H -3.612 -0.530 -0.982
*
```

Results
- LUMO (alpha / beta) (eV) = 0.24 / -1.29
- HOMO energy (alpha / beta) (eV) = -8.59 / -8.19
- Kohn-Sham gap (alpha / beta) (eV) = 8.82 / 6.89
- ΔE to the lowest compared entry with this formula, charge and spin (kcal/mol) = 119.0
- total energy (eV) = -12483.16876

8.
The following is a quantum chemistry calculation of a 3-piece molecular cluster, C5H14N2O3 overall in a non-equilibrium geometry, from OMol25.

ORCA input file:
```
! RIJCOSX wB97M-V def2-TZVPD def2/J DEFGRID3
* xyz 0 1
C -2.071 -0.690 -0.884
C -1.545 0.082 0.068
N -2.353 0.896 0.902
C -0.073 0.043 0.314
C 0.687 1.259 -0.386
N 2.142 1.071 -0.208
C 0.111 2.579 0.171
O 0.835 3.390 0.682
H -1.422 -1.269 -1.543
H -3.127 -0.897 -1.098
H -2.165 0.921 1.896
H -3.294 0.529 0.757
H 0.496 -0.720 -0.253
H 0.316 -0.235 1.280
H 0.412 1.111 -1.465
H 2.544 1.859 -0.709
H 2.460 1.156 0.755
H -0.994 2.626 0.103
O 1.791 -1.507 -1.311
H 1.626 -2.362 -0.935
H 2.187 -0.740 -0.850
O 0.192 -3.266 0.908
H 0.773 -3.096 1.648
H 0.472 -2.739 0.158
*
```

Results
- structure (SMILES) = C=C(N)C[C@H](N)C=O.O.O
- LUMO (eV) = 0.56
- HOMO energy (eV) = -8.70
- Kohn-Sham gap (eV) = 9.26
- ΔE to the lowest compared entry with this formula, charge and spin (kcal/mol) = 64.5
- total energy (eV) = -14532.93922

9.
The following is a quantum chemistry calculation of a 2-piece molecular cluster, C5H14N2O3 overall, from OMol25.

ORCA input file:
```
! RIJCOSX wB97M-V def2-TZVPD def2/J DEFGRID3
* xyz 0 1
C 1.395 -1.597 -1.351
N 1.196 -1.230 0.030
N 2.290 -0.581 0.629
C 0.118 -1.540 0.766
O -0.013 -1.216 1.934
O -0.836 -2.210 0.087
H 2.206 -2.323 -1.434
H 0.486 -2.027 -1.744
H 1.661 -0.703 -1.922
H 1.958 0.117 1.290
H 2.862 -1.262 1.161
H -1.586 -2.363 0.679
C -1.629 1.147 -1.342
C -1.547 1.371 0.163
C -0.162 1.873 0.579
O 0.129 1.674 1.940
H -1.346 2.054 -1.884
H -2.646 0.874 -1.627
H -0.961 0.346 -1.644
H -1.759 0.434 0.684
H -2.304 2.094 0.481
H 0.595 1.376 -0.050
H -0.078 2.951 0.410
H -0.031 0.741 2.165
*
```

Results
- structure (SMILES) = CN(N)C(=O)O.CCCO
- LUMO (eV) = 0.63
- HOMO energy (eV) = -9.68
- Kohn-Sham gap (eV) = 10.31
- ΔE to the lowest compared entry with this formula, charge and spin (kcal/mol) = 25.8
- total energy (eV) = -14534.61981

10.
The following is a quantum chemistry calculation of a 2-piece molecular cluster, C5H14N2OP overall in a non-equilibrium geometry, from OMol25.

ORCA input file:
```
! RIJCOSX wB97M-V def2-TZVPD def2/J DEFGRID3
* xyz 1 1
C 0.558 1.356 0.149
C 1.396 2.529 -0.086
C -1.431 2.786 0.352
C -1.694 0.386 -0.125
C 0.808 -4.891 -0.056
N -0.757 1.557 0.126
N 1.103 0.166 0.066
O -0.206 -2.543 -0.627
P -0.567 -3.949 -0.845
H 2.372 2.448 0.515
H 1.774 2.566 -1.206
H 0.931 3.462 0.259
H -1.196 3.564 -0.433
H -2.472 2.616 0.620
H -1.017 3.165 1.278
H -1.298 0.171 -1.122
H -1.658 -0.477 0.530
H -2.655 0.915 -0.082
H 1.777 -4.380 -0.341
H 0.680 -4.763 1.006
H 0.811 -6.067 -0.263
H 2.118 0.146 0.196
H 0.625 -0.764 0.087
*
```

Results
- LUMO (eV) = -3.58
- HOMO energy (eV) = -12.54
- Kohn-Sham gap (eV) = 8.95
- ΔE to the lowest compared entry with this formula, charge and spin (kcal/mol) = 14.1
- total energy (eV) = -19721.73293